(1)
The following is a quantum chemistry calculation of the molecule C4H5NO, from the Open Molecules 2025 dataset.

Last column: Löwdin charge in e.
Geometry (Å):
H -1.03086 1.20822 -0.60800  0.09
C -0.66118 0.26838 -1.03510  -0.10
O -0.12259 -1.83240 1.85610  0.06
H 2.20464 1.94158 0.37911  0.05
H 0.39368 0.41773 -1.28278  0.07
C 0.93567 0.20601 1.13975  -0.02
H -1.20991 0.02796 -1.94629  0.09
C 1.63440 1.11470 0.75656  0.13
H -1.33806 -1.63178 -0.26111  0.15
C -0.02557 -0.91272 1.06721  -0.53
N -0.78023 -0.80767 -0.06546  0.01



(2)
The following is a quantum chemistry calculation of the molecule C17H29NO4, from the Open Molecules 2025 dataset.

Last column: Löwdin charge in e.
Geometry (Å):
H 0.04793 0.52340 1.79805  0.15
C -4.15278 -2.62198 1.07715  -0.07
C -2.67404 3.14633 -0.46461  -0.49
H 1.82310 2.82818 1.31793  0.12
C 3.95057 2.48995 -0.39853  -0.21
H 4.24540 2.62095 1.73545  0.11
C 3.76072 1.95622 1.01727  -0.20
H 1.28319 0.80462 -1.79657  0.11
O 2.11757 -4.49076 -1.11667  -0.07
H 2.06122 -0.06464 0.40146  0.14
H -0.80753 -2.47098 0.81309  0.11
H -5.20402 -2.85382 1.22317  0.07
H -4.53927 -0.84712 -0.10644  0.12
H -2.30922 -0.45056 1.24566  0.18
C -0.72294 1.93721 0.42490  0.04
C 0.80330 -2.57576 -0.58889  -0.18
H 2.46631 -5.33509 -0.81407  0.08
C 1.76345 1.46191 -1.06972  -0.15
C 0.02042 -1.83681 0.49211  -0.14
H 0.14895 -2.78846 -1.43449  0.13
C -2.05899 -0.44210 0.16568  -0.33
H 3.53038 3.49581 -0.46535  0.11
C 3.24830 1.58197 -1.40238  -0.20
C -0.53421 -0.49214 -0.00622  -0.19
H 1.29321 2.44365 -1.14776  0.12
H 1.63037 -1.96340 -0.95074  0.11
H 5.01500 2.55441 -0.63360  0.11
H -0.31071 2.90908 0.63851  0.12
H -4.35854 -2.34296 -1.05363  0.12
H 2.15436 1.44291 2.35974  0.12
C 1.37647 -3.89243 -0.07521  -0.28
C 2.27538 1.83585 1.34702  -0.16
O -2.62110 0.73827 -0.39401  0.01
H -4.14884 1.99866 -1.29538  0.10
H 4.23265 0.97395 1.09996  0.11
H -3.79246 -2.08333 1.95069  0.07
H 0.55847 -4.55366 0.24617  0.12
H 3.70784 0.59062 -1.37754  0.11
H 0.66340 -1.67267 1.36005  0.12
C -1.93958 1.89406 -0.11643  -0.17
N -3.86316 2.93452 -1.06786  0.18
H -0.35673 -0.40174 -1.08046  0.15
H -3.59466 -3.55034 0.98619  0.08
H 3.36849 1.97957 -2.41217  0.11
O -2.23331 4.25106 -0.22230  0.06
O -2.62138 -1.52227 -0.49426  -0.07
C 1.57416 0.91446 0.34591  -0.29
H -4.40558 3.72106 -1.38091  0.12
C 0.08848 0.71506 0.71540  -0.23
H 2.02428 -3.70268 0.79462  0.12
C -3.98430 -1.78807 -0.18997  -0.23



(3)
The following is a quantum chemistry calculation of the molecule C6H8N2O2S at a distorted geometry, from the Open Molecules 2025 dataset.

Last column: Löwdin charge in e.
Geometry (Å):
H 0.12909 -1.95188 1.36701  0.08
H 1.73290 -1.43421 0.66394  0.15
N -0.31680 3.60363 1.94230  -0.15
C 0.01594 -1.07083 -0.65997  -0.20
H -0.00884 -1.90324 -1.35346  0.10
C 0.58125 -1.27488 0.75517  -0.18
C 0.07541 0.99076 2.06328  -0.13
C -0.60713 1.76157 -1.71600  -0.33
H 0.44312 4.18100 1.96239  0.00
O -1.47774 2.53656 -1.66578  0.15
O -1.73807 2.32823 3.43651  -0.48
S -0.34496 2.40425 3.18086  0.83
H -1.00586 -0.75062 -0.34441  0.13
H -1.14556 4.08675 2.05711  0.01
C 0.38815 0.08358 1.31959  -0.13
H 1.47512 -0.75569 -2.23325  0.13
H 1.53138 0.42739 -0.82612  0.09
C 0.91685 -0.10250 -1.50900  -0.19
N 0.03405 0.84127 -2.16160  0.12



(4)
The following is a quantum chemistry calculation of the molecule C3H5NO2 at a distorted geometry, from the Open Molecules 2025 dataset.

Last column: Löwdin charge in e.
Geometry (Å):
C 0.35143 0.95717 -0.02269  -0.15
H 2.05237 -1.27073 -0.41875  0.11
C 1.09376 -0.98464 0.03791  -0.05
H 0.92363 -1.40049 1.02328  0.10
H -2.43605 -0.56159 -0.77497  0.06
O 0.00537 1.83992 0.90706  0.07
H -0.88401 1.59440 1.23176  0.12
O 0.05069 -1.08001 -0.88410  -0.03
C -0.65073 0.03805 -0.50990  -0.49
N -1.90358 0.23309 -0.42999  0.16
H 1.39711 0.63483 -0.15961  0.11



(5)
The following is a quantum chemistry calculation of a structure of composition CH17NO6 at a distorted geometry, from the Open Molecules 2025 dataset.

Last column: Mulliken spin population.
Geometry (Å):
H -1.21098 -1.55835 -2.37541  -0.01
H -0.70618 1.63686 0.35159  0.00
H -2.81361 0.89091 -0.45446  0.00
H 2.75806 -1.24030 0.18577  0.00
O -2.92792 -0.78032 0.05946  0.04
H 1.93536 -0.55063 1.37465  0.00
N 0.21954 1.14728 0.58898  0.25
O -0.25425 -1.23787 0.16932  0.56
H -2.16390 1.91003 -1.55856  0.00
H 1.36844 -2.00178 0.01600  0.00
H 0.75080 1.17410 -1.36379  0.00
H -1.93124 -0.98587 0.01124  0.00
H 2.60609 -0.37197 2.84592  0.00
O -0.92549 -0.64129 -2.14727  0.17
H 2.20491 1.20160 -0.04088  0.01
H 0.55980 1.47049 1.49299  -0.01
O 2.22664 0.12314 2.07510  0.00
C 1.21226 1.65488 -0.43856  0.00
H -0.30187 -0.82839 -1.44041  -0.01
H -0.27074 -0.05065 0.64638  -0.02
H -3.55173 -1.45944 -0.19248  0.00
H 1.40396 2.77201 -0.46178  0.02
O 2.22795 -1.99466 0.38770  0.02
O -2.22889 1.69250 -0.59064  0.02
H -0.18700 -1.97229 0.85917  -0.02

The expectation value of S² is 0.758. Its total charge is +1. As for the spin multiplicity: 2.



(6)
The following is a quantum chemistry calculation of a structure of composition C23H34ErN7OS, from the Open Molecules 2025 dataset.

Last column: Mulliken spin population.
Geometry (Å):
C 1.69068 -2.21658 -2.00954  0.01
H -2.32322 0.07580 4.67807  0.00
H 0.68563 -4.09996 1.47582  0.00
N 1.72040 -0.74711 -2.02037  0.00
H -3.17663 -2.56089 -3.82257  0.00
H 0.87614 -2.54824 -2.66739  0.00
H 0.87825 3.09796 -1.44735  0.00
C 1.99224 0.22780 3.08432  0.00
H 2.99623 -0.28677 -3.67562  0.00
N 0.42631 -1.87611 0.05594  -0.01
N -3.86309 -3.34106 -1.49791  0.00
C -1.95030 2.21709 0.53329  0.00
H 2.48212 -0.45019 -1.40218  0.00
C -2.90026 -2.44815 -1.72159  0.00
S 1.82125 1.27522 0.54600  0.00
H -0.43116 -3.58570 2.72626  0.00
H 2.34761 1.75942 -2.35298  0.00
C 0.13281 2.99221 -2.24074  0.00
H 2.35865 -2.63290 0.01235  0.00
H 1.25645 -0.49879 2.78772  0.00
C -1.26122 3.09330 -1.59833  0.00
H 0.25820 3.82252 -2.94836  0.00
H 2.63371 -2.65337 -2.36410  0.00
H -1.10320 -1.11992 -4.32550  0.00
O -2.46738 -1.72932 -0.80367  0.00
H -0.18875 1.68125 -3.75614  0.00
C 1.74096 1.39249 -3.18599  0.00
N -1.38516 2.04528 -0.60489  0.00
N -1.12482 0.03078 1.04476  0.00
H 4.64506 2.83662 3.94426  0.00
H 3.86614 1.24523 5.70614  0.00
H -2.81185 1.97432 3.19958  0.00
C -2.27337 1.12707 2.81267  0.00
C -0.87675 -1.02537 1.82920  0.00
H -1.37775 4.09479 -1.17472  0.00
H 3.69335 2.70696 1.80612  0.00
H -2.03036 2.94229 -2.36575  0.00
H -3.18576 3.91598 0.11672  0.00
C 1.43148 -2.70760 -0.57187  0.00
H -4.22142 -3.92814 -2.23289  0.00
H -4.28219 -3.42042 -0.58272  0.00
H -1.08881 -1.86871 3.81438  0.00
C -1.30693 -1.04093 3.15995  0.00
N 3.37241 2.04978 2.50959  0.00
C -1.99798 0.05474 3.64906  0.00
H -2.48718 -0.30276 -3.65755  0.00
Er -0.63585 -0.18305 -1.31592  3.04
C 3.46552 1.21158 4.70778  0.00
C 0.38416 -3.25597 2.09096  0.00
N 0.33051 1.68080 -2.87332  0.00
C 1.97064 -0.11735 -3.32544  0.00
C -2.35312 -2.36173 -3.12541  0.00
H -3.35345 3.30242 1.75442  0.00
C -1.81547 1.08590 1.49661  0.00
C 2.49639 0.25511 4.35412  0.00
C 2.41088 1.16658 2.11441  0.00
H 1.14265 -3.76503 -0.59548  0.00
C 3.89280 2.08724 3.75210  0.00
H 2.06761 1.90254 -4.09943  0.00
H 2.15578 -0.45780 5.09097  0.00
H -1.90489 4.19761 1.29491  0.00
C -2.64588 3.47165 0.95137  0.00
H -1.63308 -3.18152 -3.24421  0.00
C -0.01432 -2.09055 1.24239  0.00
C -1.66713 -0.99545 -3.38822  -0.01
H 1.27932 -0.53498 -4.06463  0.00
H 1.23638 -2.98787 2.72053  0.00

The expectation value of S² is 3.752. Its total charge is +2. As for the spin multiplicity: 4.



(7)
The following is a quantum chemistry calculation of the molecule C4H6N2S at a distorted geometry, from the Open Molecules 2025 dataset.

Last column: Löwdin charge in e.
Geometry (Å):
H -2.04471 0.71519 -0.91292  0.16
H 2.58300 1.06963 -0.18494  -0.14
S 2.36480 -0.24184 -0.37905  0.74
H 0.99451 -0.15175 1.57831  0.10
N 0.17778 2.08761 0.11403  0.12
N -1.30764 0.23384 -0.36434  0.06
C 0.77914 -0.27125 0.52900  -0.59
C -1.18275 -1.15396 -0.28929  -0.12
H -0.55320 2.66418 -0.24771  0.03
C -0.14423 0.85751 0.06526  -0.46
C -0.01839 -1.51357 0.23600  -0.13
H -1.99763 -1.75817 -0.61541  0.11
H 0.34932 -2.53741 0.47107  0.12



(8)
The following is a quantum chemistry calculation of the molecule C2H3IS at a distorted geometry, from the Open Molecules 2025 dataset.

Last column: Löwdin charge in e.
Geometry (Å):
H -1.18830 -0.19435 0.94027  0.08
H -0.84711 -1.32606 -0.40991  0.06
C -0.67862 -0.34475 -0.01233  -0.26
S 0.90361 2.09021 0.03313  0.40
C 0.69133 0.23221 0.02837  -1.13
I 2.50717 -0.92970 -0.05548  0.74
H -1.38808 0.47244 -0.52406  0.12



DFT total energy? In order: -7764.5369 -27780.2710 -24257.6216 -8773.1466 -15076.7885 -75329.5942 -18060.0574 -21056.3439 eV.